C32H41N7O3 | wB97M-V/def2-TZVPD

The geometry in XYZ format:
```
83
Properties=species:S:1:pos:R:3:forces:R:3
C 22.488 -13.175 -10.911 0.43 0.47 -1.64
C 21.655 -7.055 -5.006 0.19 0.05 0.59
H 29.175 -8.110 -4.538 -0.06 0.19 0.11
H 25.345 -16.791 -4.136 -0.35 -0.44 -0.25
C 28.138 -8.073 -4.246 -0.49 -0.53 0.23
C 20.360 -14.460 -6.285 1.65 0.50 -0.22
H 27.244 -8.524 -6.774 -0.07 0.07 -0.09
H 25.110 -9.191 -3.705 -0.27 0.48 0.30
H 23.679 -9.940 -11.699 -0.20 0.33 -0.18
H 23.353 -13.987 -13.937 -0.22 0.27 0.10
C 27.154 -8.424 -10.117 0.49 1.38 2.26
C 27.229 -9.086 -4.079 1.35 -0.82 -0.75
C 24.342 -10.364 -6.556 -1.39 -0.36 -0.67
O 25.147 -14.183 -4.152 1.03 -0.09 -0.42
N 24.825 -11.188 -12.854 2.16 -0.96 -0.64
H 23.869 -7.261 -5.517 -0.40 -0.50 -0.14
C 21.590 -14.464 -6.994 -3.04 -1.64 -0.01
C 23.653 -14.819 -11.999 -0.16 1.53 0.39
H 22.051 -12.184 -12.884 -0.10 0.15 0.31
H 21.356 -3.848 -5.018 0.00 0.01 0.40
N 20.905 -5.922 -4.723 2.31 -0.60 -0.69
H 23.123 -13.013 -7.031 0.07 -0.16 -0.18
O 25.686 -12.074 -3.413 -1.73 -1.99 -0.26
C 20.413 -13.290 -5.447 -2.65 -1.96 -0.48
N 23.227 -13.871 -12.945 0.41 -2.39 1.64
H 19.604 -12.956 -4.816 0.21 0.07 0.13
C 27.982 -7.314 -9.837 -0.56 -0.56 -1.06
C 23.265 -14.319 -10.733 0.45 -2.29 -1.12
C 22.488 -12.972 -12.289 -1.19 2.18 0.03
H 24.557 -11.311 -9.724 -0.29 -0.21 0.08
C 24.920 -13.019 -3.505 -1.12 -0.19 -0.27
H 24.805 -7.953 -13.322 -0.26 -0.10 0.44
H 28.544 -6.387 -7.897 0.45 -0.09 -0.21
H 23.598 -17.114 -3.619 0.22 -0.28 -0.38
H 22.112 -12.517 -10.144 -0.27 -0.11 -0.15
C 26.122 -7.164 -3.720 0.33 -1.62 -0.42
O 23.609 -13.092 -3.088 1.02 1.27 1.14
H 24.639 -12.017 -12.312 -0.04 0.04 -0.14
H 21.951 -11.778 -5.297 0.00 0.03 -0.17
H 19.523 -15.136 -6.357 0.25 -0.17 -0.13
H 25.374 -6.430 -3.470 0.37 0.29 -0.16
H 23.070 -9.575 -8.130 0.06 -0.01 -0.10
H 28.378 -6.586 -10.528 0.07 -0.25 -0.15
H 27.845 -6.014 -4.104 -0.05 -0.12 0.09
N 26.799 -8.846 -8.863 -0.70 -2.37 0.36
H 27.562 -10.105 -4.215 -0.57 -0.18 0.12
C 25.881 -11.037 -13.768 -1.80 0.48 0.46
C 25.967 -8.544 -3.810 0.00 0.15 0.31
H 23.196 -14.935 -2.153 -0.45 0.34 0.18
H 23.928 -9.790 -5.742 0.62 -0.17 0.36
C 24.952 -9.019 -13.263 0.27 1.23 -0.28
C 24.456 -16.442 -3.612 0.47 0.11 0.04
C 27.417 -8.250 -7.802 0.13 1.60 -2.61
C 21.758 -4.845 -4.915 -1.52 0.84 -0.89
C 21.536 -12.669 -5.744 2.43 2.30 0.90
H 21.838 -15.124 -7.811 0.39 0.09 0.12
H 21.110 -7.960 -4.780 0.63 -0.44 -0.30
H 24.753 -16.359 -2.566 0.02 0.22 0.04
H 24.182 -15.684 -12.367 0.07 -0.03 0.45
H 26.150 -9.613 -8.757 0.21 -0.06 0.15
H 22.076 -14.266 -3.510 -0.19 -0.63 0.46
C 24.559 -11.188 -8.652 -1.24 -0.62 0.60
C 25.888 -9.677 -14.036 2.22 -1.36 -1.52
N 25.261 -11.393 -6.484 -1.51 -0.10 -1.90
H 23.348 -14.876 -9.812 0.37 0.09 0.00
C 24.021 -15.105 -4.147 -0.44 0.62 1.46
H 19.910 -6.010 -4.600 0.16 0.68 0.16
H 25.652 -11.778 -5.637 0.13 0.06 -0.02
N 22.271 -13.378 -6.634 0.77 1.05 -0.02
N 27.456 -6.938 -4.007 -0.59 2.13 0.21
C 25.255 -11.957 -7.772 1.98 -0.43 0.31
C 22.972 -5.274 -5.358 -0.16 -0.46 0.17
H 23.547 -15.140 -5.127 0.36 0.05 -0.11
H 26.601 -9.223 -14.709 -0.18 0.07 -0.13
H 26.713 -8.984 -10.926 0.28 0.54 -0.43
H 26.299 -11.919 -14.227 0.34 0.26 0.02
H 25.796 -12.836 -8.089 0.51 0.10 0.61
C 22.963 -6.700 -5.347 -1.30 0.32 0.26
H 23.740 -4.649 -5.786 0.11 0.05 0.39
C 23.796 -10.319 -7.837 1.08 1.59 0.81
C 23.074 -14.433 -3.111 1.03 1.00 -1.77
C 24.378 -9.981 -12.522 -2.30 0.16 2.02
C 28.123 -7.216 -8.449 -0.22 -0.15 1.80
```
Forces are in eV/Å.

SMILES: C[C@H]1COC(=O)O1.c1cc[nH]c1.c1cc[nH]c1.c1cc[nH]c1.c1cc[nH]c1.c1cc[nH]c1.c1cc[nH]c1.c1cc[nH]c1
Frontier orbital gap (eV): 8.01

Atomic partial charges in e from the Mulliken method, atoms 1 to 5: 0.22 -0.63 0.42 0.36 -0.75

C41H68O14 | wB97M-V/def2-TZVPD

The geometry in XYZ format:
```
123
Properties=species:S:1:pos:R:3:forces:R:3
O 2.898 -1.752 2.428 0.19 0.20 0.23
H 0.410 3.520 -0.905 -0.09 0.02 0.01
C -3.457 -0.062 -2.655 0.12 0.05 0.08
H -0.048 5.736 2.678 -0.02 0.02 -0.07
H -6.935 -4.183 1.652 -0.15 -0.01 -0.02
H -0.983 -2.416 -0.691 0.12 -0.11 0.05
C 2.679 -2.228 0.070 -0.23 -0.60 0.13
C 0.495 3.031 2.994 -0.05 0.71 0.03
C -0.366 3.746 1.924 0.34 -0.11 -0.05
C 3.420 1.823 -0.762 -0.02 0.11 0.37
O 2.795 2.932 3.778 0.25 -0.27 0.11
C 4.625 -3.890 1.379 -0.46 0.45 -0.17
C -0.228 -0.173 -2.453 0.19 -0.02 0.06
O 2.522 -5.018 0.969 -0.12 -0.23 -0.17
O 4.065 -2.135 -0.211 0.00 0.26 0.08
C -5.879 -4.309 1.873 0.37 0.27 -0.20
C 1.846 3.758 3.173 -0.16 0.07 -0.52
H -6.035 -1.408 2.819 -0.02 -0.03 0.07
O 5.206 -5.166 1.506 0.14 -0.27 0.09
H 5.165 2.532 -1.821 0.14 0.07 0.00
O -4.616 -1.380 -0.121 0.07 -0.11 0.03
H -4.647 -3.572 -1.272 0.05 0.03 -0.12
O 0.732 1.680 2.656 0.11 -0.70 -0.08
H -4.303 -1.736 2.628 -0.04 -0.01 0.02
H -0.485 5.671 0.959 -0.02 -0.06 0.12
H -2.406 -0.869 1.232 -0.03 0.02 -0.05
O -2.025 1.008 1.970 0.13 0.12 0.38
C -5.023 -3.553 0.858 -0.61 0.18 -0.37
C 4.183 1.102 0.355 -0.14 0.03 -0.22
H -0.683 -0.595 -3.361 0.01 0.03 0.04
C -5.200 -4.156 -0.541 0.16 0.12 0.32
C 2.046 1.163 -1.061 0.15 -0.19 -0.08
H -3.072 2.512 -2.205 -0.08 0.03 0.11
H -1.635 1.540 -4.004 0.03 0.01 -0.09
H 1.990 0.801 -3.876 0.11 -0.17 -0.01
C 2.427 -2.699 1.511 -0.25 -0.31 -0.58
H 0.689 3.976 -2.579 -0.08 -0.02 0.02
C 3.125 3.258 -0.263 0.26 0.08 -0.44
C 1.255 1.954 -2.100 -0.19 0.13 0.24
H 1.266 1.692 1.843 -0.12 0.02 -0.02
C -2.166 1.955 -1.954 0.16 -0.09 -0.24
C 2.305 4.254 1.784 0.36 0.20 0.60
H 5.141 1.595 0.510 0.12 0.10 0.06
C 4.322 1.867 -1.998 -0.24 0.06 0.15
H -4.139 0.589 2.251 -0.07 0.01 0.05
H -0.050 3.009 3.943 0.04 0.08 -0.12
H 3.069 -4.278 2.820 0.02 0.07 -0.09
H 4.295 -4.114 -0.740 0.14 0.05 0.09
H -5.840 0.725 1.833 -0.01 0.06 -0.02
C -5.188 -1.319 2.144 0.02 -0.05 -0.26
C 6.203 -3.107 -0.454 -0.60 0.49 -0.10
C -0.853 0.071 0.050 -0.26 -0.08 0.05
C 2.147 -0.351 -1.335 -0.02 0.08 -0.15
H 6.113 -5.112 1.167 -0.16 -0.08 -0.03
H 3.788 2.209 -2.878 0.02 0.05 -0.14
H -1.705 2.461 -1.106 0.01 0.10 0.13
H -0.451 1.080 0.005 0.07 0.13 0.07
H -5.674 -3.944 2.875 -0.02 0.03 0.15
H 4.718 0.876 -2.202 0.08 -0.11 -0.05
H 5.089 -3.165 2.063 -0.06 -0.04 -0.10
H -0.111 -0.591 0.491 0.08 0.04 0.02
H 3.083 4.189 -2.192 0.07 0.02 -0.05
C -2.570 0.521 -1.553 -0.16 0.15 -0.05
C -4.612 0.016 0.176 -0.05 0.73 0.04
H -0.211 3.212 0.973 0.03 0.04 0.18
H -5.701 1.796 -0.381 -0.05 0.14 0.05
H 6.668 -4.858 -1.175 0.03 0.06 0.05
O 6.975 -4.284 -0.463 0.27 -0.48 -0.02
H -3.363 1.698 0.092 0.04 0.00 0.01
C -4.944 0.122 1.694 0.02 -0.09 -0.01
O 1.461 5.278 1.328 0.14 -0.04 -0.04
H -4.826 -5.177 -0.546 0.01 -0.10 0.01
C 1.108 3.423 -1.738 0.12 0.03 -0.10
H 4.072 3.746 0.013 -0.03 -0.12 0.00
H 2.214 5.081 -0.939 0.07 -0.01 -0.11
C 3.141 -4.029 1.751 0.54 0.45 0.45
C 2.421 4.085 -1.334 -0.16 -0.06 0.30
H 6.662 -2.446 0.284 -0.04 0.02 -0.06
H 4.371 0.064 0.106 0.07 -0.04 0.01
H -5.628 -5.365 1.836 -0.01 -0.13 0.00
C 0.106 5.188 1.740 -0.47 -0.11 0.04
H -2.060 2.850 2.206 0.10 0.19 -0.12
H 2.524 2.013 3.628 0.03 0.20 0.03
H -2.842 -0.417 -3.478 0.04 -0.04 -0.16
C -5.424 -2.061 0.827 -0.16 -0.35 0.47
H 3.122 -0.579 -1.778 -0.07 0.04 0.05
C 0.087 1.275 -2.776 -0.22 -0.09 -0.27
H -5.651 0.582 -1.663 0.00 0.03 -0.14
H -6.250 -4.161 -0.820 -0.15 0.01 -0.09
H -2.675 -1.945 -0.855 -0.12 -0.13 0.03
H -6.697 0.341 -0.275 -0.13 0.01 0.04
C -1.296 -0.361 -1.342 0.15 -0.06 0.02
C -2.142 0.129 0.859 0.05 -0.01 -0.44
H 1.272 2.404 -4.275 -0.03 0.13 -0.02
H 2.228 -2.961 -0.628 0.08 0.21 0.09
H -1.153 0.869 2.374 0.03 0.04 -0.03
C -1.689 -1.847 -1.293 0.08 0.20 0.03
H 1.495 1.236 -0.122 -0.08 -0.04 -0.10
C -1.191 2.011 -3.124 0.10 0.14 0.28
H 1.726 4.642 3.809 -0.09 -0.06 -0.12
H 2.749 -0.883 2.031 0.01 -0.03 0.07
C 4.741 -3.362 -0.063 0.36 -0.44 0.08
H 1.502 -1.161 -3.216 0.00 -0.05 0.04
O 2.329 3.146 0.922 -0.11 -0.06 0.01
H 6.225 -2.606 -1.429 0.02 0.01 0.09
C 1.336 1.596 -3.559 -0.07 -0.06 -0.02
H 0.810 -1.946 -1.821 0.07 -0.09 -0.07
H -6.481 -1.987 0.526 0.06 -0.04 0.01
H -0.996 3.052 -3.380 0.00 0.01 -0.08
H -3.132 -3.179 0.669 0.01 -0.02 -0.01
H -4.124 0.697 -3.056 -0.10 0.03 -0.07
C -5.733 0.732 -0.594 0.25 -0.38 -0.01
O 2.116 -0.970 -0.033 0.12 0.06 0.14
H 3.073 -5.809 1.054 -0.07 0.05 -0.07
H 3.311 4.696 1.847 -0.16 -0.14 -0.05
H -4.046 -0.895 -2.290 -0.09 -0.11 -0.07
C 1.062 -0.971 -2.235 -0.04 0.05 0.05
O -1.726 3.767 2.249 -0.34 0.05 0.14
H -1.719 -2.284 -2.288 -0.04 -0.09 -0.12
C -3.223 0.635 -0.124 -0.14 -0.39 0.19
H 3.631 1.146 1.290 -0.02 -0.05 0.16
H 1.343 -2.854 1.630 0.11 -0.03 -0.09
O -3.682 -3.681 1.283 0.34 -0.05 0.07
```
Forces are in eV/Å.

Frontier orbital gap (eV): 9.80

Atomic partial charges in e from the natural (NBO) method, atoms 1 to 5: -0.71 0.20 -0.65 0.18 0.21

C35H86N6O7 | wB97M-V/def2-TZVPD

The geometry in XYZ format:
```
134
Properties=species:S:1:pos:R:3:forces:R:3
H -1.439 -3.339 1.576 0.18 -0.31 -0.34
H 2.346 1.454 -2.264 0.25 -0.04 -0.10
H -3.901 3.107 -2.963 0.36 0.00 0.14
H -0.855 -4.879 2.107 0.36 -0.45 0.22
H 3.790 0.270 -0.344 -0.42 0.17 -0.34
C 4.791 2.335 -3.812 0.22 -1.21 -0.10
H -3.135 3.844 0.085 0.03 -0.14 -0.02
H -3.910 0.631 -3.033 -0.18 -0.68 -0.94
H 5.940 2.060 -2.021 0.17 -0.04 0.23
H -3.617 -4.547 0.951 -0.62 0.25 0.13
C -3.566 -1.520 3.548 -0.25 -1.14 0.04
C -1.800 -4.966 0.158 0.89 -1.20 1.96
H -2.939 -4.669 -1.578 0.27 0.46 0.07
H -5.287 1.772 -1.433 -0.80 0.36 -0.19
H -1.261 -4.100 -1.720 0.03 0.12 -0.01
N -2.909 4.381 0.911 -0.50 1.36 0.03
N -4.506 1.238 -1.131 1.31 0.27 0.11
C 6.903 -0.114 4.287 -0.44 -1.21 -0.09
H 4.828 2.536 2.133 0.30 0.66 0.21
C -2.011 2.477 2.143 -0.51 0.14 1.08
N -2.995 -5.333 0.940 0.53 -0.38 -0.16
H 4.850 4.456 -4.053 -0.29 -0.39 0.54
O 3.301 1.313 -2.188 0.60 -0.24 -1.43
H -2.636 0.150 4.464 -0.07 0.01 -0.03
H 0.396 3.450 1.334 -0.72 0.41 -0.45
H 5.618 -1.140 2.269 -0.11 -0.95 -0.31
C 1.239 -4.898 0.488 -0.16 1.65 0.14
H 6.921 -1.205 4.081 0.43 0.25 0.58
H -1.967 0.864 -0.643 -0.25 -0.33 -0.54
H -2.570 -3.457 3.683 -0.28 -0.47 -0.03
H -1.469 4.541 2.457 -0.51 -0.32 -0.63
C 5.166 -0.849 -3.246 1.14 -1.13 0.76
H 1.901 4.982 0.513 -0.35 0.10 -0.32
H 1.216 4.558 -1.114 0.12 0.25 0.45
H -2.849 2.601 2.889 0.99 -0.36 -0.59
H -2.396 -3.148 -0.750 -0.17 -0.05 -0.16
C -6.059 -0.894 1.582 1.05 -0.35 0.01
H -6.998 -0.510 1.243 -0.71 0.25 -0.12
H -3.894 -0.640 5.468 0.26 0.38 -0.90
C 5.063 2.298 -5.270 -0.50 0.52 -2.64
H -5.827 -1.797 1.029 -0.08 -0.13 -0.39
N 3.740 1.286 -3.620 0.12 0.03 1.32
C 0.164 -0.319 0.611 -0.32 0.14 -0.22
H 6.242 -0.699 -3.494 -0.82 0.43 -0.31
H -0.904 -0.302 0.815 -0.10 -0.22 0.16
H 5.118 -0.638 -2.157 -0.33 -0.13 -0.57
C -0.466 3.864 0.721 0.28 -1.34 0.56
C -2.290 0.317 -1.553 -0.23 0.69 -0.78
N -4.923 -2.135 3.508 -1.40 -0.15 -1.11
C 4.374 -0.022 -5.540 -0.29 0.37 -0.95
C -1.345 -0.866 -3.392 -0.76 1.21 2.21
H -7.294 -2.626 4.304 -0.29 0.65 -0.46
C -6.116 -1.287 3.062 1.21 0.52 0.25
C -2.958 -1.117 2.228 -0.58 -1.02 -0.81
C 4.183 1.879 1.576 -0.22 1.56 0.42
C -3.626 -0.312 4.421 -1.01 0.76 1.13
C 4.193 3.680 -3.606 -0.90 1.52 0.58
H 5.786 3.091 -5.497 0.02 -0.19 -0.04
H -0.429 -0.983 -3.898 1.06 -0.40 -0.49
H 4.581 -0.986 -6.008 -0.01 -0.25 0.42
H -4.509 1.286 3.101 0.33 -0.34 -0.92
H 5.060 -1.969 -3.363 -0.20 1.14 0.14
O -0.187 5.159 0.301 0.96 0.51 -0.40
H -3.451 -6.150 0.543 -0.05 0.40 0.05
C -4.716 0.673 3.959 0.48 0.82 1.58
H 1.298 6.255 -0.610 -0.07 0.17 0.12
C -1.739 3.881 1.594 1.23 -0.20 -0.07
H 4.463 -0.326 3.322 -0.46 0.13 -0.02
H -1.112 2.020 2.622 -0.68 0.44 -0.21
H 0.894 -5.235 -0.458 -0.09 -0.68 -0.97
H 0.666 -2.039 1.437 0.40 0.84 -0.18
H -2.449 3.091 -1.918 -0.10 -0.43 -0.65
H 6.806 1.460 -3.440 -0.17 -0.31 -0.10
H -5.280 -0.154 1.336 -0.36 -0.17 0.31
C -7.398 -2.096 3.329 1.34 -0.46 0.67
H 2.267 -4.554 0.399 -0.04 0.04 0.12
C -3.504 1.143 -2.193 2.20 0.28 0.93
H 1.957 -0.498 -4.439 0.19 0.26 -0.19
H -2.373 1.765 1.395 0.06 0.28 -0.18
H 6.681 3.162 -3.177 -0.14 0.19 0.01
H 3.163 -0.443 1.044 0.29 0.11 -0.84
H -4.797 0.310 -0.884 -0.36 -0.28 0.17
H 5.831 0.723 0.817 -0.11 0.27 -0.01
H -4.951 -4.025 3.085 0.05 -0.45 0.50
C -2.992 2.529 -2.709 -1.24 -0.31 0.59
H 6.374 0.068 5.231 -0.28 0.02 -0.16
H 3.301 1.745 2.204 -0.21 -0.18 -0.11
H -6.851 0.645 3.644 -0.21 0.31 -0.31
H 6.394 0.649 -5.443 0.42 -0.22 -0.07
H 3.968 3.908 -2.559 0.37 0.03 -0.03
O 6.362 0.479 3.167 -0.85 1.31 -0.65
O 0.407 -3.773 0.841 -0.48 -0.99 0.16
H -6.283 -0.341 4.925 -0.04 -0.04 0.52
H 0.283 -0.549 -0.441 0.22 -0.66 -0.30
H 5.615 1.042 -6.967 -0.06 0.08 -0.11
O -4.945 -3.246 2.539 0.59 1.05 0.20
C -6.041 -0.016 3.920 -0.85 -0.94 0.27
H 3.448 0.345 -6.019 0.18 -0.18 0.15
C 5.245 -0.185 2.578 1.08 0.60 0.49
C 2.822 -0.960 -3.958 -0.77 -0.42 0.17
H -2.107 -0.547 -4.075 -0.49 0.05 -0.54
H -2.440 2.441 -3.654 0.18 -0.09 0.58
C -2.655 -2.536 4.239 -0.31 0.36 -0.17
C 4.878 0.601 1.345 -0.49 -1.49 -1.25
H -3.232 -1.860 1.465 0.13 0.12 0.04
H -4.779 1.470 4.726 -0.04 -0.36 -0.05
H 3.005 -1.912 -4.472 -0.04 0.13 0.19
H -3.347 -0.167 1.894 0.32 0.34 -0.12
H -0.569 3.151 -0.151 -0.09 0.57 0.49
H -7.450 -2.886 2.588 -0.33 0.00 -0.26
C 4.080 -0.118 -4.045 -0.05 0.21 0.18
H -2.606 -0.711 -1.297 -0.21 0.35 0.27
H 1.140 -5.667 1.224 0.08 -0.60 0.55
H -2.985 -2.682 5.275 0.23 -0.19 -0.30
O -1.135 0.186 -2.394 -0.76 -0.51 -0.48
H 3.230 3.770 -4.120 0.13 -0.20 -0.06
H -1.356 -5.945 -0.147 0.03 0.73 0.25
C 6.131 2.227 -3.078 -0.32 -0.11 0.77
H 7.877 0.312 4.367 0.93 -0.05 0.30
H -2.866 5.388 0.650 0.27 -1.26 0.31
C -2.115 -4.165 -1.042 -0.19 0.37 -1.01
C -0.892 -4.239 1.237 -0.65 0.67 -0.91
H 2.497 -1.175 -2.942 0.27 -0.06 0.24
H 3.877 2.377 0.634 0.23 -0.31 0.44
H -1.882 -1.144 2.330 0.24 0.42 -0.09
H -1.679 -2.092 4.180 0.72 0.12 0.53
H -1.689 -1.753 -2.839 0.30 -0.10 -0.46
O 0.913 -1.085 1.520 -0.22 -0.82 0.13
H 0.481 0.701 0.670 0.39 0.80 0.37
N 4.013 -0.240 0.490 0.22 -0.94 1.27
H 4.101 2.615 -5.745 0.67 -0.18 0.00
C 5.460 0.964 -5.895 0.04 0.38 1.09
H -8.261 -1.447 3.294 -0.28 0.02 0.04
C 1.136 5.248 -0.244 -0.46 -0.64 -0.18
```
Forces are in eV/Å.

SMILES: CC1(C)CCCC(C)(C)N1O.CC1(C)CCCC(C)(C)N1O.COC[C@H](C)N.COC[C@H](C)N.COC[C@H](C)N.COC[C@H](C)N.CO
Frontier orbital gap (eV): 8.99

Atomic partial charges in e from the Mulliken method, atoms 1 to 5: -0.85 0.08 0.45 0.57 0.04

> Which of these has the highest frontier orbital gap?

C41H68O14

> Look up the frontier orbital gap of the first one.

8.01 eV

> What is the frontier orbital gap in the third record?

8.99 eV